A | Formula: C10H10N2
Source: the Open Molecules 2025 dataset
Level of theory: the ωB97M-V functional and the def2-TZVPD basis

Summary:
Kohn-Sham gap: 10.33 eV
2S+1: 1
HOMO energy: -0.34803 Ha

```
22
C10H10N2, DFT the ωB97M-V functional and the def2-TZVPD basis
N -2.24223 -0.65739 -1.09218
C 1.65100 -1.38419 -0.57242
H -1.84047 -2.36286 -0.27722
H 2.09801 2.26961 0.40233
C 2.38267 0.12815 0.96463
H -1.12176 0.87857 2.39396
H -2.31858 1.39411 -1.71092
H -1.90189 2.26349 0.54925
H -1.30623 -1.78597 2.02660
C -2.20257 0.65844 -0.81846
C 2.06787 1.19719 0.17993
H 1.06897 1.69435 -1.71073
C -1.41764 -0.98746 1.20025
N 2.17022 -1.20641 0.65408
C 1.48715 0.90598 -1.05222
C -1.84855 -1.38844 -0.08543
C -1.81540 1.21021 0.39856
H 1.39378 -2.41192 -0.81599
C 1.37864 -0.40091 -1.51759
H 2.83458 0.14788 1.98683
H 0.88853 -0.52731 -2.53538
C -1.40608 0.36488 1.43214
```

***

B | Formula: C10H10N2
Source: the Open Molecules 2025 dataset
Level of theory: the ωB97M-V functional and the def2-TZVPD basis

Summary:
Kohn-Sham gap: 8.31 eV
2S+1: 1
HOMO energy: -0.29029 Ha

```
22
C10H10N2, DFT the ωB97M-V functional and the def2-TZVPD basis
C 0.51940 -0.52841 1.12088
C 0.70431 -0.44495 -1.72603
C -1.64064 0.92491 2.18585
C 1.60657 -1.18308 -0.93913
C -0.88699 -0.06711 2.88879
H -0.83519 1.19163 -2.94456
H 1.45292 0.60346 -3.27218
N -1.07468 0.92573 -2.03545
C -1.22561 1.24580 0.92544
H 1.43776 -1.15925 -3.64325
H -0.23836 -0.09635 -3.74895
H -1.02552 -0.49919 3.95294
C 0.78428 -0.30408 -3.16550
H -2.33887 1.69540 2.68983
H -1.66673 1.69748 -1.54107
C -0.14411 0.33054 -1.11651
C 1.65032 -1.13466 0.48014
C -0.19531 0.52175 0.34711
H 2.31770 -1.53737 1.23176
N 0.09837 -0.66334 2.37822
H -1.84258 1.82572 0.23376
H 2.53966 -1.72261 -1.36392
```

***

Stability, lowest: B

***

A | Formula: C2H9N3O2
Source: the Open Molecules 2025 dataset
Level of theory: the ωB97M-V functional and the def2-TZVPD basis

Summary:
Kohn-Sham gap (alpha / beta): 7.25 / 6.42 eV
2S+1: 1
HOMO energy (alpha / beta): -0.27431 / -0.26349 Ha

```
16
C2H9N3O2, DFT the ωB97M-V functional and the def2-TZVPD basis
O 0.19766 2.09739 -0.41421
H -1.44463 0.62640 -1.56929
C -0.94758 -0.29572 -1.29122
O -1.57324 1.21810 1.38306
H -0.32884 -0.88089 -1.96605
H -0.22985 -0.95432 1.34534
H -1.67335 -1.02402 -0.94633
C 0.73997 1.01131 -0.67431
N 0.77363 -0.23990 0.40679
N -1.07288 -0.09401 1.24289
H -0.91429 1.78156 0.88628
H 2.62099 -0.82214 -0.21984
H -1.78067 -0.66261 1.70931
H 1.92328 -1.90466 0.72219
N 2.00272 -0.90151 0.59105
H 1.70708 1.04501 -1.20567
```

***

B | Formula: C2H9N3O2
Source: the Open Molecules 2025 dataset
Level of theory: the ωB97M-V functional and the def2-TZVPD basis

Summary:
Kohn-Sham gap (alpha / beta): 7.79 / 7.79 eV
2S+1: 1
HOMO energy (alpha / beta): -0.27098 / -0.27102 Ha

```
16
C2H9N3O2, DFT the ωB97M-V functional and the def2-TZVPD basis
H -1.40726 1.02861 0.63296
N 0.63665 0.75196 -0.31416
C -1.56589 -1.13578 0.45857
N 1.90088 -0.11649 0.41998
O 1.30845 -1.22868 0.77703
H -1.07297 -2.02863 0.83753
O 0.93017 2.13397 -0.33225
C -0.85922 0.11741 0.85444
H 1.18024 2.34945 -1.24868
H 1.96787 0.59987 1.13902
N 0.66044 0.20420 -1.61651
H -0.28631 0.10785 -1.97764
H -0.46319 0.14936 1.86236
H 1.30626 -0.57816 -1.71020
H -1.64241 -1.23143 -0.62918
H -2.59370 -1.12353 0.84672
```

***

Stability, lowest: A